[1]
{
  "formula": "C4H12N2O",
  "method": "ωB97M-V/def2-TZVPD",
  "e_homo_ev": [-14.67, -12.97],
  "charge": 1,
  "de_lowest_kcal_mol": 50.5,
  "s_squared": 0.757,
  "spin_multiplicity": 2,
  "symbols": ["O", "C", "C", "N", "H", "H", "H", "H", "H", "C", "C", "N", "H", "H", "H", "H", "H", "H", "H"],
  "positions_angstrom": [[-1.04861, 2.82437, 0.11856], [-0.15046, 2.27479, 0.62686], [-0.29906, 1.40587, 1.93450], [0.62369, 0.34581, 1.88616], [0.86649, 2.34145, 0.20483], [-0.03331, 2.10028, 2.73679], [-1.34455, 1.13777, 2.00972], [0.76279, -0.08790, 2.79405], [0.32099, -0.39557, 1.25344], [-1.09633, -0.97737, -1.39840], [0.41912, -0.80135, -1.49709], [1.09024, -1.91349, -0.87384], [-1.36624, -1.23652, -0.37057], [-1.61341, -0.06005, -1.67012], [-1.45670, -1.75599, -2.06193], [0.70843, -0.63958, -2.54286], [0.69433, 0.11244, -0.95123], [0.81509, -2.80472, -1.27530], [2.10748, -1.87025, -0.92357]],
  "atomic_forces_ev_per_a": [[-0.90, 0.47, -0.36], [0.30, -0.16, -0.02], [1.02, 0.72, 0.10], [-1.27, -1.13, 0.20], [0.31, -0.12, 0.16], [-0.14, -0.14, 0.16], [-0.43, -0.13, -0.27], [0.80, 0.32, 0.11], [0.34, -0.02, -0.20], [0.25, 0.17, 0.08], [-0.76, 0.04, 0.45], [0.54, -0.07, -0.59], [-0.08, -0.05, -0.08], [0.01, 0.07, -0.06], [-0.04, -0.20, -0.03], [0.20, 0.03, -0.01], [0.30, 0.09, -0.11], [-0.25, -0.06, 0.29], [-0.19, 0.16, 0.18]]
}


[2]
{
  "formula": "C13H42O9",
  "method": "ωB97M-V/def2-TZVPD",
  "e_homo_ev": -10.00,
  "charge": 0,
  "smiles": "OCCO.CCO.CCO.CCO.CCO.CO.CO.CO",
  "de_lowest_kcal_mol": 0.0,
  "spin_multiplicity": 1,
  "symbols": ["O", "C", "C", "O", "H", "H", "H", "H", "H", "H", "C", "C", "O", "H", "H", "H", "H", "H", "H", "C", "C", "O", "H", "H", "H", "H", "H", "H", "C", "C", "O", "H", "H", "H", "H", "H", "H", "C", "C", "O", "H", "H", "H", "H", "H", "H", "C", "O", "H", "H", "H", "H", "C", "O", "H", "H", "H", "H", "C", "O", "H", "H", "H", "H"],
  "positions_angstrom": [[0.65998, 3.30755, 2.15080], [1.60175, 4.00444, 1.34663], [2.02481, 3.24399, 0.10066], [3.23059, 2.50949, 0.25108], [0.19372, 2.67973, 1.58614], [1.20035, 4.95729, 0.98557], [2.46179, 4.21729, 1.97955], [2.15879, 3.91134, -0.76436], [1.20951, 2.61910, -0.30226], [3.39842, 2.11448, -0.61307], [-1.02663, 3.47426, -2.04550], [-1.55161, 4.01493, -0.73996], [-1.72779, 2.89703, 0.17490], [-0.34144, 4.17851, -2.52664], [-1.86412, 3.22836, -2.69611], [-0.38116, 2.59941, -1.93906], [-2.48132, 4.53620, -0.97319], [-0.83288, 4.66779, -0.23749], [-2.39500, 3.17731, 0.81353], [-0.08614, -2.15192, -2.36914], [-0.90202, -3.21161, -3.06262], [-2.11559, -3.40625, -2.35107], [-0.00175, -2.17395, -1.27604], [-0.50485, -1.14643, -2.45209], [0.95030, -2.16691, -2.71146], [-0.34237, -4.13181, -3.24779], [-1.17234, -2.81964, -4.04499], [-2.01792, -3.96943, -1.57897], [-0.92120, -3.69859, 1.72490], [0.62397, -3.70448, 1.84504], [1.09562, -4.81869, 1.11498], [-1.37973, -4.52753, 2.25843], [-1.07458, -3.63345, 0.64586], [-1.39051, -2.79759, 2.12942], [0.97795, -3.85559, 2.87116], [1.00210, -2.72587, 1.53596], [0.36921, -5.26667, 0.67855], [2.91180, -0.56950, -1.92041], [2.23210, 0.65841, -2.52007], [3.18046, 1.72558, -2.72987], [2.20904, -1.02491, -1.21836], [3.75766, -0.36228, -1.26220], [3.15427, -1.29981, -2.68750], [1.46926, 1.00107, -1.82122], [1.92885, 0.37208, -3.52709], [2.91227, 2.23914, -3.49317], [0.02334, 0.21199, 0.99626], [-0.51679, 0.27782, -0.33406], [0.08060, -0.80774, 1.36959], [0.99360, 0.66855, 0.79968], [-0.59222, 0.72982, 1.73350], [-1.01384, 1.09974, -0.45712], [-0.02786, -0.62853, 4.59911], [0.47872, -0.97915, 5.88149], [-1.11948, -0.70270, 4.59100], [0.18067, 0.41993, 4.38535], [0.45990, -1.22676, 3.82631], [0.35361, -1.92726, 5.97644], [-3.68744, -0.71530, 0.14162], [-3.76888, -2.06797, -0.29526], [-4.59099, -0.33723, 0.62564], [-2.89432, -0.68574, 0.89611], [-3.48873, -0.05102, -0.70049], [-3.27348, -2.15032, -1.11659]],
  "atomic_forces_ev_per_a": [[0.09, -0.01, -0.03], [0.02, -0.29, -0.38], [0.32, 0.11, -1.17], [-0.50, -0.18, 0.39], [-0.08, 0.22, 0.03], [-0.22, 0.08, 0.27], [0.12, 0.01, -0.12], [0.13, 0.51, 0.38], [-0.12, -0.25, 0.66], [0.25, 0.04, -0.12], [0.63, -0.03, -0.39], [0.76, -0.61, 0.41], [-0.73, 0.49, -0.44], [-0.47, 0.27, -0.13], [0.21, -0.08, -0.20], [-0.29, -0.18, 0.32], [-0.07, 0.03, 0.54], [-0.16, 0.30, -0.30], [0.17, -0.26, 0.10], [0.88, 0.69, 0.53], [-0.01, 0.58, 0.43], [-0.76, -0.21, -0.37], [-0.21, -0.92, -0.01], [-0.01, -0.07, -0.62], [-0.13, 0.18, -0.28], [-0.11, -0.12, 0.31], [-0.20, -0.17, 0.01], [0.35, -0.05, -0.05], [0.97, 1.06, 0.38], [-1.44, -0.48, 0.87], [0.91, 0.15, -0.36], [0.00, -0.32, -0.48], [-0.60, -0.45, 0.04], [0.20, 0.07, 0.06], [-0.23, 0.16, 0.05], [0.33, -0.33, -0.56], [-0.13, 0.13, 0.00], [-0.43, 0.00, 0.75], [1.21, -0.09, -0.26], [0.31, -0.09, 0.52], [-0.14, -0.20, -0.26], [0.25, 0.33, -0.46], [0.34, -0.01, 0.11], [-0.44, -0.04, -0.48], [-0.99, 0.04, 0.30], [-0.06, 0.07, -0.01], [-0.01, 0.69, -1.18], [-0.69, -0.61, -0.04], [0.17, -0.17, -0.47], [0.41, -0.18, 1.40], [0.09, 0.36, -0.08], [0.02, -0.10, 0.47], [-0.07, 0.23, 0.19], [0.02, 0.15, -0.16], [0.01, -0.34, -0.28], [0.31, -0.01, 0.26], [-0.28, -0.06, -0.16], [0.04, 0.02, 0.12], [0.48, -0.26, 0.15], [-0.62, 0.21, 0.12], [-0.28, -0.56, -0.14], [0.11, 0.53, -0.18], [0.27, 0.10, 0.14], [0.09, -0.08, -0.11]]
}


no.,total energy (hartree)
1,-343.9820
2,-1197.5039